[1]
C36H51F3N5OsP2S4 as an isolated structure. Source: the Open Molecules 2025 dataset; level of theory: ωB97M-V/def2-TZVPD.

LUMO energy (spin up / spin down) ... 2.20 / 0.89 eV
Electronic energy ... -4341.847951 Eh
Charge ... -1
ΔE to the lowest compared entry with this formula, charge and spin ... 1.838 eV
Highest occupied orbital energy (spin up / spin down) ... -3.7 / -4.0 eV
<S²> ... 6.02
Orbital gap (spin up / spin down) ... 0.217 / 0.181 hartree
Spin multiplicity ... 5

Last column: Löwdin spin population.
Geometry (Å):
Os 1.7336 0.8204 1.2491  2.356
S 2.0597 3.1973 1.3438  0.174
C 0.4952 3.8501 1.1749  0.033
C 0.2570 5.2590 1.3656  0.009
C -1.0275 5.7414 1.5251  0.014
C -2.1548 4.8947 1.4348  0.014
C -1.9454 3.5528 1.1345  0.021
C -0.6571 3.0192 0.9639  0.063
S -0.4657 1.3428 0.5672  0.348
H 1.1290 5.9368 1.3814  0.001
H -1.1884 6.7845 1.7191  0.001
H -3.1445 5.3166 1.5273  0.001
H -2.7754 2.8480 0.9463  0.004
F 0.4724 -1.8809 0.3903  0.003
C 1.0915 -1.2821 1.5225  0.034
F 0.1219 -1.5292 2.4973  -0.006
F 2.1858 -2.0582 1.8604  0.028
C -1.8830 2.9211 5.2086  0.000
C -2.0573 1.6672 6.1092  0.000
C -3.0145 0.5799 5.5513  0.000
C -0.6426 1.2157 6.5068  0.001
N 0.1808 0.8602 5.3203  0.003
C -0.0397 0.9006 3.9688  0.016
N 1.1978 0.8234 3.3629  0.053
N 2.0595 0.5305 4.3700  0.017
N 1.5368 0.6102 5.4774  0.004
H -2.8909 3.3716 5.0228  0.000
H -1.4381 2.6256 4.2273  0.000
H -1.2284 3.6509 5.7420  0.000
H -2.5409 2.1050 7.0515  0.000
H -2.4816 -0.0564 4.8563  0.000
H -3.9112 1.0082 5.0595  0.000
H -3.3832 -0.0879 6.3398  0.000
H -0.6828 0.3534 7.1845  0.000
H -0.0963 1.9721 7.0956  0.000
H -0.9928 0.9102 3.4536  0.002
C 5.8386 -0.9905 -2.0831  0.003
C 4.7431 -0.9965 -1.0540  0.019
C 5.2256 -0.6059 0.3701  0.014
C 4.2775 -2.5037 -0.9150  0.001
P 3.3362 0.1019 -1.6137  0.139
N 2.5342 0.4099 -0.2378  0.520
C 2.1936 -0.6792 -2.9232  0.022
C 0.9510 0.1999 -3.2011  0.004
C 1.6630 -1.9822 -2.2742  0.004
C 2.7842 -1.0323 -4.2851  0.004
C 3.9883 1.7628 -2.2513  0.027
C 4.9617 2.2935 -1.2331  0.004
C 4.6659 1.7319 -3.6340  0.006
C 2.7928 2.7396 -2.3448  0.005
H 6.5969 -1.7483 -1.7354  0.001
H 6.3532 -0.0245 -2.1600  0.000
H 5.4549 -1.3546 -3.0963  0.000
H 6.1946 -0.9706 0.6362  0.000
H 4.4759 -0.9788 1.0549  0.009
H 5.2068 0.4706 0.4848  0.004
H 5.1137 -3.1570 -0.6685  0.000
H 3.8455 -2.8561 -1.8598  0.000
H 3.5546 -2.5291 -0.1622  0.001
H 0.5652 0.5656 -2.2667  0.003
H 0.1955 -0.4552 -3.6680  0.000
H 1.2000 1.0453 -3.8605  0.000
H 1.8178 -1.9981 -1.2216  0.002
H 2.1422 -2.8578 -2.7230  0.000
H 0.5370 -2.0577 -2.2709  0.000
H 3.1027 -0.1968 -4.9219  0.000
H 1.9976 -1.5268 -4.8799  0.001
H 3.6479 -1.7021 -4.1778  0.000
H 5.8956 1.6787 -1.1058  0.000
H 4.4902 2.3379 -0.2588  0.004
H 5.2179 3.3297 -1.4540  0.000
H 5.4773 1.0059 -3.8075  0.000
H 5.1209 2.7324 -3.7047  0.002
H 3.9468 1.6546 -4.4295  0.000
H 1.9355 2.3909 -1.8339  0.002
H 2.5186 2.9500 -3.4090  0.000
H 3.0140 3.6911 -1.8625  0.001
S -3.2244 -3.6812 0.7476  0.000
P -3.6103 -2.6545 -0.8715  0.000
S -2.3484 -1.4357 -1.7792  0.002
C -4.9449 -1.5147 -0.4815  0.000
C -5.6290 -0.8903 -1.5352  0.000
C -6.7437 -0.1684 -1.3273  0.000
C -7.2344 0.0200 0.0012  0.000
C -6.5515 -0.5091 1.0656  0.000
C -5.4131 -1.2903 0.8298  0.000
C -3.9266 -3.8458 -2.1552  0.000
C -5.2231 -4.2680 -2.4640  0.000
C -5.3261 -5.4603 -3.2183  0.000
C -4.2183 -6.1584 -3.6861  0.000
C -2.9543 -5.6704 -3.4200  0.000
C -2.8165 -4.5172 -2.7001  0.000
H -5.2978 -1.1722 -2.5864  0.000
H -7.3675 0.1996 -2.1148  0.000
H -8.2172 0.5298 0.1358  0.000
H -6.8456 -0.3402 2.1197  0.000
H -4.9004 -1.8356 1.6589  0.000
H -6.0458 -3.7962 -1.9404  0.000
H -6.3118 -5.8372 -3.3171  0.000
H -4.3896 -7.0489 -4.2367  0.000
H -2.0681 -6.1465 -3.8167  0.000
H -1.8450 -4.1710 -2.3779  0.000

=====

[2]
A 7-piece molecular cluster, C36H51NO26S6 overall. Source: the Open Molecules 2025 dataset; level of theory: ωB97M-V/def2-TZVPD.

LUMO energy ... -1.31 eV
Electronic energy ... -5801.448794 Eh
SMILES ... CCC1=CC(=O)c2ccc(Cc3ccc(C)cc3)c(CCCCN)c2C1=O.O=S1(=O)OCCO1.O=S1(=O)OCCO1.O=S1(=O)OCCO1.O=S1(=O)OCCO1.O=S1(=O)OCCO1.O=S1(=O)OCCO1
Charge ... 0
Highest occupied orbital energy ... -8.1 eV
Orbital gap ... 0.249 hartree

Last column: Löwdin charge in e.
Geometry (Å):
C -3.1953 -2.3417 10.0038  -0.152
C -2.8736 -2.1009 8.4149  -0.220
C -2.4606 -0.5536 8.0226  -0.085
C -2.0241 0.4896 9.0356  0.051
C -1.5899 1.9994 8.4611  -0.208
O -1.8344 3.1446 9.1101  -0.047
C -0.8296 1.9644 6.9717  -0.025
C 0.3496 3.0227 6.5419  -0.002
C 1.0437 2.8405 5.0677  -0.028
C 0.6624 1.6760 3.9573  -0.077
C 1.4924 1.6037 2.5413  -0.150
C 3.1330 1.5150 2.7202  -0.130
C 4.1335 1.6854 1.3909  -0.015
C 5.7945 1.6408 1.5820  -0.035
C 6.5383 1.4319 3.0416  -0.202
C 8.1633 1.4223 3.2946  -0.142
C 5.5517 1.2179 4.3484  -0.038
C 3.9143 1.2614 4.1567  -0.035
C -0.5751 0.6307 4.3739  -0.009
C -1.0854 -0.5530 3.3231  -0.182
C -0.3814 -2.0123 3.5759  -0.202
C -1.2821 -3.3042 3.1008  -0.208
C -2.2531 -3.0124 1.8020  -0.285
N -1.5095 -2.4224 0.6109  -0.030
C -1.2874 0.7980 5.8637  0.023
C -2.5246 -0.1930 6.3906  -0.170
O -3.5154 -0.6408 5.6157  -0.034
H -4.2625 -1.8498 10.2061  0.097
H -3.2269 -3.5249 10.1597  0.091
H -2.3741 -1.8751 10.7070  0.070
H -1.9345 -2.7911 8.1582  0.126
H -3.7504 -2.5077 7.7150  0.128
H -1.9548 0.2125 10.1946  0.119
H 0.7180 3.8990 7.2385  0.103
H 1.9067 3.6028 4.7605  0.110
H 1.1898 0.6295 1.9214  0.118
H 1.2243 2.5111 1.8134  0.109
H 3.7113 1.8549 0.3049  0.089
H 6.4542 1.7679 0.6152  0.080
H 8.4109 1.5738 4.4516  0.081
H 8.7241 2.3064 2.7255  0.084
H 8.6805 0.4169 2.9333  0.083
H 6.0912 1.0686 5.3931  0.089
H 3.2738 1.1347 5.1560  0.086
H -2.2662 -0.6743 3.3245  0.110
H -0.8237 -0.1553 2.2283  0.100
H 0.6530 -2.0549 2.9874  0.118
H -0.1153 -2.0959 4.7248  0.111
H -0.5490 -4.1986 2.8072  0.114
H -1.9788 -3.7429 3.9580  0.112
H -2.7069 -4.0672 1.4764  0.124
H -3.1602 -2.3501 2.1674  0.109
H -1.7993 -1.4110 0.5481  0.064
H -1.8713 -2.8533 -0.2829  0.034
C -2.3275 -4.1418 -5.1449  -0.164
C -1.0862 -3.3284 -4.7880  -0.198
O -1.0973 -3.2354 -3.3653  -0.188
S -1.7680 -4.5894 -2.7510  0.676
O -0.7013 -5.4887 -2.3706  -0.240
O -2.8317 -4.2053 -1.8525  -0.251
O -2.4308 -5.1429 -4.1338  -0.188
H -3.2294 -3.5226 -5.1046  0.137
H -2.2482 -4.6040 -6.1325  0.103
H -1.0961 -2.3335 -5.2395  0.139
H -0.1722 -3.8534 -5.0849  0.080
C 3.8121 -2.4656 -3.8289  -0.157
C 4.3329 -3.7820 -4.3997  -0.165
O 3.3043 -4.2431 -5.2727  -0.178
S 2.5493 -2.9547 -5.9289  0.720
O 3.1187 -2.7157 -7.2365  -0.225
O 1.1295 -3.0927 -5.7019  -0.263
O 3.1311 -1.8257 -4.9068  -0.205
H 3.0888 -2.6427 -3.0264  0.139
H 4.6192 -1.8292 -3.4563  0.143
H 4.5383 -4.5210 -3.6216  0.142
H 5.2366 -3.6223 -4.9973  0.135
C 1.7021 1.2961 -7.3505  -0.166
C 3.0483 0.6198 -7.1055  -0.182
O 4.0239 1.6296 -7.3531  -0.191
S 3.4030 3.0795 -6.9373  0.681
O 3.8637 3.4024 -5.6052  -0.238
O 3.5478 3.9773 -8.0595  -0.236
O 1.8419 2.6201 -6.8380  -0.193
H 1.4856 1.3665 -8.4213  0.134
H 0.8818 0.7772 -6.8475  0.136
H 3.2081 -0.2397 -7.7608  0.123
H 3.1465 0.3042 -6.0614  0.116
C -2.9050 -9.1260 -8.6025  -0.172
C -1.9134 -8.7555 -7.5028  -0.173
O -1.4675 -7.4413 -7.8296  -0.194
S -2.6814 -6.6375 -8.5650  0.687
O -3.3503 -5.8248 -7.5734  -0.243
O -2.1871 -6.1070 -9.8143  -0.228
O -3.6251 -7.9275 -8.8859  -0.190
H -2.3845 -9.4344 -9.5149  0.134
H -3.5907 -9.9181 -8.2903  0.138
H -1.0695 -9.4477 -7.4524  0.138
H -2.4066 -8.7116 -6.5259  0.135
C -0.5881 7.0008 1.9641  -0.170
C -0.2578 5.8435 2.9029  -0.169
O -0.0560 4.7180 2.0513  -0.217
S 0.5717 5.2305 0.6357  0.660
O 2.0059 5.0524 0.6874  -0.244
O -0.2467 4.7190 -0.4389  -0.237
O 0.2493 6.8175 0.8238  -0.192
H -1.6304 6.9540 1.6324  0.089
H -0.3971 7.9736 2.4250  0.140
H -1.0590 5.6465 3.6191  0.142
H 0.6761 6.0293 3.4440  0.128
C -5.2857 7.7731 -1.3494  -0.171
C -4.0445 8.5865 -0.9925  -0.173
O -4.0556 8.6795 0.4302  -0.196
S -4.7262 7.3255 1.0444  0.691
O -3.6596 6.4262 1.4248  -0.245
O -5.7900 7.7095 1.9429  -0.225
O -5.3891 6.7719 -0.3384  -0.187
H -6.1877 8.3923 -1.3091  0.134
H -5.2065 7.3109 -2.3370  0.139
H -4.0544 9.5814 -1.4441  0.138
H -3.1304 8.0614 -1.2895  0.134

=====

Q: Number 2 is which compound?
A: C36H51NO26S6

=====

Q: Number 2 is which compound?
A: C36H51NO26S6